Below is an isolated molecule of C6H11N in a non-equilibrium geometry, with properties calculated with ωB97M-V/def2-TZVPD.

Results
calculated total energy = -7888.3554 eV
HOMO energy = -0.2729 Ha
structure (SMILES) = C=C/C(=C\N)CC
relative energy (zero: lowest compared OMol25 entry of this formula, charge and spin) = 209.9 kJ/mol
lowest unoccupied orbital energy = 0.962 eV
maximum force = 2.51 eV Å⁻¹

XYZ file:
```
18
Properties=species:S:1:pos:R:3:forces:R:3:lowdin_charge:R:1
C -1.30068 -1.88560 -0.26454 0.51 1.34 -1.08 0.0186
C -0.06571 -1.53423 0.18392 -1.86 -0.14 1.68 -0.1545
C 0.45996 -0.18141 0.09059 0.32 0.79 -0.34 -0.2918
C 1.09359 0.43405 1.10717 0.31 -1.21 0.96 -0.1487
N 1.05728 -0.03874 2.40474 0.07 -0.12 0.42 0.0620
C 0.35218 0.56078 -1.21856 0.65 0.81 -0.48 -0.2387
C -0.81452 1.55560 -1.31998 -0.20 -0.68 -0.32 -0.1015
H -1.63374 -2.81492 -0.70740 -0.03 -0.53 1.15 0.0488
H -1.94835 -1.03368 -0.47406 0.09 -0.21 -0.81 0.0417
H 0.31551 -2.16237 0.99685 1.06 -0.57 -0.99 0.0909
H 1.79344 1.25294 1.03103 -0.48 0.53 -0.50 0.1218
H 1.61569 0.38337 3.12319 0.22 0.07 -0.23 0.0795
H 0.78596 -0.98398 2.62198 -0.25 0.11 -0.23 0.0741
H 0.37677 -0.10142 -2.08590 -0.39 -0.29 0.20 0.1056
H 1.24516 1.17868 -1.38695 0.15 -0.17 0.31 0.1014
H -0.63203 2.46437 -0.75047 -0.05 -0.09 0.20 0.0693
H -0.96796 1.83578 -2.36250 0.02 0.12 -0.05 0.0664
H -1.73255 1.07079 -0.98909 -0.13 0.25 0.13 0.0551
```
Positions in Å, forces in eV/Å.